Entry 1:
The following is a DFT calculation (wB97M-V/def2-TZVPD) of the molecule C3H6N2OS at a distorted geometry.

Output
**2S+1**: 1
**SMILES**: [H]/N=C\N(S)C(C)=O

Last column: Mulliken charge in e.
Element x y z (Å)
H  0.423  0.125  1.954  0.289
N  1.276  -0.272  1.772  -0.560
C  1.448  -0.238  0.505  -0.028
N  0.718  0.336  -0.538  -0.074
S  1.533  1.407  -1.564  -0.133
C  -0.663  0.147  -0.660  0.783
C  -1.433  -0.810  0.256  -1.198
O  -1.225  0.793  -1.532  -0.609
H  2.336  -0.736  0.034  0.333
H  0.474  2.203  -1.646  0.172
H  -0.765  -1.468  0.774  0.425
H  -1.976  -0.189  1.007  0.271
H  -2.145  -1.299  -0.362  0.330

Entry 2:
The following is a DFT calculation (wB97M-V/def2-TZVPD) of a cluster of 2 separate species, C3H6N2OS in total at a distorted geometry.

Output
**2S+1**: 1

Last column: Mulliken charge in e.
Element x y z (Å)
C  1.781  -0.868  0.179  -0.091
C  -2.464  -0.197  -0.271  0.088
C  1.614  0.560  0.720  -0.900
N  0.883  -1.342  -0.555  0.635
N  -0.106  -1.672  -0.996  -0.832
O  -3.186  0.050  0.669  -0.476
S  -1.829  1.079  -1.249  -0.224
H  2.806  -1.416  0.367  0.271
H  -2.209  -1.088  -0.757  0.465
H  1.282  1.287  -0.059  0.286
H  2.586  0.859  0.874  0.362
H  1.244  0.584  1.769  0.248
H  -2.402  2.165  -0.692  0.167

Entry 3:
The following is a DFT calculation (wB97M-V/def2-TZVPD) of a structure of composition C3H6N2S at a distorted geometry.

Output
**2S+1**: 1

Last column: Mulliken charge in e.
Element x y z (Å)
C  -0.037  0.801  -0.900  -0.506
C  -0.662  1.252  0.424  -0.429
C  -0.414  -0.193  0.907  0.129
H  1.200  -2.080  0.810  0.260
H  0.306  -2.201  -1.319  0.274
H  -0.566  0.506  -1.774  0.319
H  0.784  1.423  -0.988  0.276
H  -1.630  1.584  0.351  0.293
H  -0.050  2.011  0.944  0.230
N  1.179  -1.484  -0.664  -0.659
N  0.140  -0.520  -0.226  0.225
S  -0.252  -1.098  2.433  -0.412

Entry 4:
The following is a DFT calculation (wB97M-V/def2-TZVPD) of the molecule C3H6N2S at a distorted geometry.

Output
**2S+1**: 1
**SMILES**: C1CN2N[C@@H]2S1

Last column: Mulliken charge in e.
Element x y z (Å)
C  -0.421  -1.254  0.255  -0.420
C  0.875  -0.511  -0.140  -0.530
N  0.628  0.857  -0.281  -0.225
N  -0.140  1.450  0.776  -0.560
C  -0.739  1.103  -0.541  0.163
S  -1.746  -0.337  -0.546  -0.226
H  -0.249  -2.356  -0.138  0.327
H  -0.572  -1.376  1.323  0.303
H  1.580  -0.831  0.658  0.251
H  1.361  -0.847  -1.078  0.290
H  0.272  2.347  1.144  0.253
H  -0.849  1.755  -1.431  0.374

Entry 5:
The following is a DFT calculation (wB97M-V/def2-TZVPD) of the molecule C3H6N2S.

Output
**2S+1**: 1
**SMILES**: NC(N)=CC=S

Last column: Mulliken charge in e.
Element x y z (Å)
N  -0.849  0.935  -0.709  -0.310
C  0.213  0.153  -0.483  0.987
N  1.153  0.082  -1.482  -0.490
C  0.374  -0.600  0.690  -0.631
C  -0.552  -0.717  1.719  -0.248
S  -2.051  -0.012  1.922  -0.461
H  -1.042  1.281  -1.640  0.234
H  -1.608  0.922  0.021  0.057
H  1.241  0.865  -2.123  0.230
H  2.038  -0.373  -1.224  0.236
H  1.294  -1.157  0.769  0.151
H  -0.213  -1.380  2.540  0.244

Entry 6:
The following is a DFT calculation (wB97M-V/def2-TZVPD) of the molecule C3H6N2S at a distorted geometry.

Output
**2S+1**: 1
**SMILES**: C/C=N/N1CS1

Last column: Mulliken charge in e.
Element x y z (Å)
C  0.611  -1.529  0.513  -0.916
C  0.959  -0.166  0.028  -0.059
N  0.060  0.582  -0.468  0.080
N  -0.216  1.542  -1.240  -0.248
C  -1.225  2.496  -1.065  -0.323
S  0.184  3.511  -1.583  -0.257
H  -0.397  -1.796  0.214  0.272
H  0.686  -1.574  1.600  0.254
H  1.309  -2.259  0.105  0.277
H  1.988  0.170  0.153  0.404
H  -2.023  2.445  -1.803  0.219
H  -1.587  2.684  -0.053  0.298

Entry 7:
The following is a DFT calculation (wB97M-V/def2-TZVPD) of the molecule C3H6N2S at a distorted geometry.

Output
**2S+1**: 1
**SMILES**: NC(=S)N1CC1

Last column: Mulliken charge in e.
Element x y z (Å)
N  0.522  -1.715  0.627  -0.476
C  -0.115  -1.074  -0.295  0.195
S  -1.662  -1.484  -0.760  -0.377
N  0.495  0.059  -0.601  -0.260
C  -0.262  1.231  -1.014  -0.276
C  0.096  1.162  0.414  -0.356
H  0.287  -2.612  1.316  0.315
H  1.255  -1.232  1.496  0.323
H  -1.393  1.136  -1.432  0.196
H  0.349  1.934  -1.683  0.200
H  1.187  1.591  0.759  0.265
H  -0.760  1.004  1.173  0.250

Entry 8:
The following is a DFT calculation (wB97M-V/def2-TZVPD) of the molecule C3H6N2S at a distorted geometry.

Output
**2S+1**: 1

Last column: Mulliken charge in e.
Element x y z (Å)
C  -1.049  -0.947  0.425  -0.246
C  1.274  -0.218  -0.150  -1.372
C  -0.195  -0.304  -0.366  -0.302
N  -2.403  1.198  0.159  0.115
N  -1.340  1.696  -0.028  -0.347
S  -2.675  -0.733  -0.161  -0.203
H  -0.756  -1.448  1.255  0.487
H  1.709  -0.647  -0.936  0.357
H  1.657  -0.500  0.821  0.355
H  1.492  0.804  -0.132  0.371
H  -0.468  -0.033  -1.280  0.534
H  -3.177  1.694  0.571  0.251

Results for energy relative to the best compared isomer or geometry (same formula, charge and spin): 206.9, 407.6, 595.6, 293.4, 35.4, 389.3, 404.8, 420.2 (in kJ/mol, following the order of the records).